A structure of composition C57H80N3P4PbSi at a distorted geometry, computed with ωB97M-V with the def2-TZVPD basis set.

Element x y z (Å)
C  5.3671  -0.0450  -2.8220
H  -1.4795  -0.8749  6.4988
H  5.3358  4.4830  -0.0276
P  -0.6702  0.0786  3.3691
H  3.4944  2.8648  -0.5386
H  0.5119  0.9886  5.1933
C  1.2965  -1.2734  6.8418
C  3.4579  2.8088  4.0348
H  -2.7418  2.5656  5.6912
C  -1.0379  0.1121  6.3444
Si  0.6674  -1.6894  0.7204
C  2.8539  -3.2779  1.6785
H  -1.0407  -2.9369  -4.5114
C  5.0342  -3.4248  0.7011
H  -2.8631  -4.1690  4.6255
H  -3.8604  -0.4316  3.5677
H  -1.7628  1.4742  -3.0917
C  -1.5017  -4.4304  2.9844
H  1.9709  5.3447  1.7175
H  -5.0091  3.0209  5.2525
H  0.6341  -1.9916  7.3321
C  -3.5709  0.5398  3.9715
H  -0.6882  -3.1754  -0.8451
C  0.8953  -1.1174  5.3622
H  -3.0362  -4.2934  -4.7917
C  0.3739  -3.0096  -0.6484
H  -2.5047  -1.7428  4.7425
C  4.5430  1.1105  0.1681
H  1.8380  0.7938  7.0960
H  -5.6387  1.1581  4.0230
C  -1.7848  5.1798  -0.8755
C  3.8646  -0.0585  -2.5169
P  -0.4339  -0.5428  -2.7951
Pb  0.6417  0.7660  -0.3551
C  -0.0759  0.0619  5.1594
H  -1.8443  0.8219  6.1767
C  2.8324  3.7709  3.2839
H  -0.2701  1.5390  -4.0450
C  4.7586  -2.2944  -0.0491
C  -1.1015  -1.6792  3.1201
H  5.5028  -1.9433  -0.7493
C  4.5300  2.5209  -0.4378
H  0.9861  -2.2539  -3.8027
C  -1.9854  2.5138  3.6685
N  1.5258  4.4784  1.4672
C  -2.1880  -3.6872  3.9299
H  1.5604  -0.0588  8.6075
H  -0.2768  1.6307  7.6915
H  5.8710  -0.8853  -2.3454
C  6.7451  2.9871  0.6483
H  -5.2567  0.2175  -1.3253
H  0.8375  -2.6808  -1.5795
C  -3.0180  -1.4471  -2.1740
H  -0.1365  -4.4070  1.3615
H  4.9821  2.5091  -1.4320
C  -4.1595  -2.2180  -2.3776
H  -1.6317  -5.5041  2.9388
H  2.0975  -3.6850  2.3415
C  -4.6800  1.5535  3.6840
H  -2.1897  3.1119  -0.4459
C  -4.1753  -3.2293  -3.3210
H  5.9434  -0.3646  0.8946
C  -1.8819  -1.6731  -2.9737
H  7.7359  1.2449  1.4576
C  2.0329  3.3984  2.1821
C  -1.5159  3.9536  -0.3102
H  2.9374  4.8203  3.5289
H  5.4075  1.9989  -4.6714
C  -4.3738  0.8267  -1.1337
H  -1.6440  0.5607  -4.6147
H  -2.6697  5.3392  -1.4745
C  0.6638  -1.2534  -4.0908
C  3.2787  1.4779  3.6794
H  -4.6890  3.7185  3.6753
C  -0.8736  6.2101  -0.6506
H  -3.0260  -2.2125  0.6198
H  2.1064  1.0845  -3.0856
C  -3.6276  -1.3096  0.5219
N  -0.4361  3.6919  0.4304
C  -0.6444  -3.7986  2.1000
C  4.9672  1.0675  -5.0412
H  0.9442  6.7480  0.3531
C  6.7181  1.6007  1.2867
C  2.4582  1.1972  2.6107
C  -0.4095  -2.4187  2.1377
H  -4.6559  -1.5798  0.2828
H  5.1860  -1.0490  -4.7260
P  -2.9012  -0.2381  -0.7923
C  4.0937  -3.8909  1.6059
C  -1.9838  -2.3203  3.9918
H  -0.9521  2.6157  4.0178
H  -4.1846  1.4603  -2.0010
C  -1.0969  0.8973  -3.7345
C  -4.3996  2.9131  4.3538
C  5.6095  -0.1201  -4.3313
H  -5.0666  -3.8270  -3.4592
H  4.1052  1.1856  1.1595
C  3.5406  -1.6209  0.0801
H  2.3101  -1.6716  6.9129
H  3.0445  0.1564  -5.2174
H  4.3153  -4.7466  2.2306
C  0.2308  5.9640  0.1311
H  6.6835  -0.1389  -4.5245
N  1.8440  2.1178  1.8471
H  -3.6113  -0.7857  1.4749
H  1.5428  -0.6276  -4.1971
H  6.5161  0.4876  -0.5409
H  3.4502  -1.0081  -2.8795
H  -4.5606  1.4642  -0.2674
H  -0.7710  0.1414  8.4845
H  4.0707  3.0827  4.8833
H  2.9861  1.9180  -5.2557
C  0.4170  4.6735  0.6551
C  5.3212  3.4940  0.4373
C  3.4649  1.0630  -4.7732
P  3.3110  0.0157  -0.7225
C  -2.2857  1.0319  3.3012
H  0.8237  -3.9717  -0.3955
H  7.2654  2.9368  -0.3137
H  1.7808  -0.9685  4.7391
H  5.1564  1.0141  -6.1145
H  -4.7525  1.6826  2.5992
C  -1.9055  -2.7098  -3.9053
H  -2.0738  3.1320  2.7742
C  2.5337  -2.1549  0.9124
H  0.4307  -2.0457  5.0327
H  5.9823  -3.9332  0.5832
C  5.9701  0.6037  0.3966
H  -5.0496  -2.0408  -1.7868
H  2.3050  0.1684  2.3136
H  0.1484  -1.2940  -5.0506
H  7.3018  3.6803  1.2822
H  4.8290  3.5921  1.4086
C  -2.9242  3.0687  4.7392
H  -3.4576  0.4242  5.0494
C  -3.0398  -3.4871  -4.0701
H  5.8163  0.8780  -2.4509
H  3.7703  0.6826  4.2216
C  -0.2613  0.5415  7.6056
H  -2.4766  0.9998  2.2186
C  3.1843  1.1037  -3.2695
H  6.2215  1.6613  2.2609
H  -2.6978  4.1251  4.8975
H  -1.0343  7.1919  -1.0747
H  3.5511  2.0556  -2.8793
C  1.1965  0.0548  7.5854

Forces on the atoms, in the same order (eV/Å):
-0.043 -0.249 -0.157
-0.075 0.008 -0.013
-0.050 -0.002 0.020
-0.082 0.036 0.182
0.022 0.030 -0.094
0.035 -0.006 0.027
0.068 0.183 0.003
-0.047 0.085 -0.077
0.015 0.035 0.000
0.110 0.127 0.010
0.322 -1.166 -0.073
-0.093 0.052 0.161
-0.020 0.018 0.015
0.056 -0.019 -0.053
-0.015 -0.010 -0.012
0.040 -0.018 0.071
-0.001 0.040 -0.024
0.008 -0.088 0.031
0.040 -0.005 0.029
-0.040 0.037 -0.030
0.029 -0.048 -0.018
-0.099 0.061 -0.200
-0.021 0.023 -0.042
0.059 0.125 0.096
0.003 -0.002 -0.006
-0.218 0.318 -0.071
0.028 -0.022 0.011
-0.182 -0.057 -0.373
0.016 -0.003 0.026
-0.030 0.018 -0.069
-0.023 0.079 -0.091
-0.225 0.158 0.262
-0.140 -0.340 -0.896
-0.661 0.732 0.158
-0.043 0.058 -0.346
-0.039 -0.093 -0.004
-0.070 -0.007 0.020
-0.009 0.044 0.042
-0.043 -0.141 -0.070
0.030 0.017 -0.076
0.024 0.041 0.092
-0.061 0.070 0.264
0.017 -0.011 -0.038
0.031 -0.025 0.129
0.146 -0.173 -0.154
-0.044 0.028 0.060
0.058 0.068 -0.016
-0.053 -0.004 0.025
0.040 0.082 0.055
-0.095 0.010 0.234
-0.045 0.031 0.006
0.084 -0.032 -0.021
0.397 0.036 -0.172
-0.065 -0.004 0.060
-0.041 0.014 -0.010
0.039 0.051 0.019
-0.007 -0.003 -0.041
0.051 -0.034 0.024
-0.005 -0.019 0.137
-0.011 0.018 -0.053
-0.081 -0.057 -0.041
0.035 -0.022 -0.041
-0.212 0.049 0.404
-0.020 -0.028 0.048
0.098 -0.150 0.272
-0.008 -0.113 -0.036
-0.005 -0.005 0.028
0.018 0.016 -0.031
0.265 -0.033 0.011
0.007 -0.002 -0.009
-0.021 -0.047 0.016
-0.048 0.069 0.190
-0.045 -0.185 0.103
-0.013 0.024 0.037
0.021 -0.084 0.111
0.027 -0.045 0.058
0.010 0.080 0.029
0.160 0.186 -0.015
0.144 -0.201 0.295
0.152 -0.108 -0.147
-0.114 -0.217 -0.033
0.017 0.010 -0.062
0.107 0.040 -0.227
-0.080 0.085 0.110
-0.193 0.379 0.081
0.005 -0.028 0.033
0.045 -0.035 -0.006
-0.444 -0.134 0.094
-0.035 -0.030 -0.021
-0.028 -0.069 -0.069
-0.008 0.078 -0.077
-0.025 0.020 0.016
0.118 -0.020 0.169
0.085 -0.047 -0.027
0.049 0.219 0.031
-0.007 0.003 -0.007
-0.015 0.046 0.054
-0.071 0.031 -0.041
-0.038 -0.081 0.008
-0.039 0.017 -0.020
-0.019 -0.025 -0.020
0.073 0.023 -0.007
0.000 -0.066 0.002
0.067 0.588 0.024
-0.008 0.011 0.057
-0.003 0.028 0.003
-0.016 -0.036 0.037
-0.030 0.017 -0.027
-0.013 0.005 -0.014
0.010 0.053 0.035
0.019 0.020 -0.012
-0.042 -0.037 -0.013
-0.358 0.054 -0.160
0.126 -0.031 -0.180
0.174 0.167 0.074
0.870 -0.321 -0.083
0.339 -0.117 -0.030
0.045 0.063 0.075
0.021 0.015 -0.008
0.056 -0.006 -0.037
0.029 0.060 0.008
-0.028 -0.038 -0.016
0.038 0.020 -0.009
0.090 0.030 -0.064
-0.007 0.352 0.083
0.013 -0.024 -0.079
0.015 0.021 0.024
-0.026 0.030 0.193
0.014 -0.005 0.013
-0.076 -0.093 0.017
0.048 -0.013 -0.018
0.022 0.014 -0.046
-0.029 0.021 0.029
-0.065 0.020 -0.094
0.015 -0.082 0.000
-0.013 -0.035 -0.028
0.004 -0.047 0.035
-0.061 -0.069 -0.010
0.037 -0.055 -0.037
-0.031 0.041 0.023
-0.078 -0.169 -0.171
0.017 -0.017 0.025
0.021 -0.024 0.076
0.001 0.018 0.016
-0.062 -0.007 0.025
-0.085 -0.117 0.036

charge = +1
gap between HOMO and LUMO = 7.9 eV
strongest force on any atom = 0.0236 hartree/bohr